ORCA calculation (the ωB97M-V functional and the def2-TZVPD basis) on a cluster of 5 separate species, C24H60F2N9O9P3 in total in a non-equilibrium geometry.

The geometry in ORCA input format:
```
! wB97M-V def2-TZVPD RIJCOSX def2/J DEFGRID3
* xyz 0 1
C 26.151 6.964 -4.622
N 25.527 8.282 -4.400
C 26.406 9.377 -4.024
P 23.907 8.395 -4.742
O 23.433 7.281 -5.572
N 23.118 8.413 -3.277
C 21.902 7.627 -3.111
C 23.379 9.485 -2.322
N 23.742 9.926 -5.338
C 22.493 10.648 -5.240
C 24.544 10.309 -6.489
H 26.184 6.743 -5.692
H 25.544 6.175 -4.175
H 27.147 6.968 -4.192
H 27.407 9.287 -4.447
H 26.470 9.526 -2.939
H 26.016 10.318 -4.419
H 22.076 6.641 -3.545
H 21.562 7.536 -2.084
H 21.064 8.014 -3.713
H 23.652 10.414 -2.827
H 22.443 9.736 -1.809
H 24.119 9.211 -1.566
H 22.696 11.720 -5.255
H 21.812 10.361 -6.050
H 21.983 10.418 -4.304
H 24.063 9.960 -7.417
H 25.526 9.841 -6.494
H 24.635 11.394 -6.556
C 21.628 15.536 0.003
N 22.993 15.022 -0.003
C 23.724 15.347 1.210
P 23.867 14.839 -1.399
O 24.706 15.984 -1.764
N 24.731 13.450 -1.089
C 26.019 13.195 -1.680
C 24.175 12.354 -0.315
N 22.687 14.459 -2.508
C 23.035 14.731 -3.901
C 21.845 13.306 -2.325
H 21.130 15.382 -0.947
H 21.621 16.634 0.123
H 21.095 15.134 0.870
H 23.225 14.903 2.074
H 23.827 16.432 1.320
H 24.732 14.935 1.142
H 25.960 12.645 -2.635
H 26.445 14.162 -1.962
H 26.674 12.608 -1.037
H 23.925 11.460 -0.889
H 25.006 11.986 0.307
H 23.377 12.707 0.324
H 23.846 14.071 -4.247
H 22.182 14.420 -4.516
H 23.221 15.780 -4.095
H 21.686 13.039 -1.289
H 22.276 12.425 -2.839
H 20.897 13.430 -2.861
C 18.417 7.018 5.915
N 19.699 7.308 5.289
C 19.597 7.339 3.847
P 20.783 8.299 6.078
O 20.444 9.724 6.215
N 20.959 7.562 7.547
C 20.891 6.108 7.730
C 20.623 8.347 8.747
N 22.171 8.056 5.201
C 22.677 9.143 4.349
C 22.989 6.878 5.358
H 18.211 5.942 5.888
H 17.585 7.579 5.493
H 18.499 7.237 6.985
H 20.561 7.605 3.411
H 18.816 7.997 3.461
H 19.424 6.324 3.466
H 20.044 5.645 7.229
H 21.852 5.663 7.486
H 20.752 5.917 8.796
H 20.899 9.387 8.592
H 19.542 8.327 8.925
H 21.166 7.968 9.609
H 22.536 10.063 4.926
H 23.723 8.978 4.119
H 22.088 9.316 3.448
H 22.475 5.951 5.061
H 23.308 6.709 6.392
H 23.888 6.948 4.750
O 19.862 11.118 -0.935
C 19.722 11.428 0.199
O 18.568 11.843 0.740
C 18.825 12.227 2.107
C 20.224 11.741 2.379
F 20.187 10.560 3.099
O 20.723 11.411 1.120
H 18.703 13.312 2.134
H 18.074 11.827 2.785
H 20.828 12.434 2.956
O 15.395 13.304 1.229
C 15.495 12.150 1.006
O 15.784 11.238 1.995
C 16.064 9.996 1.366
C 15.311 10.127 0.060
F 14.004 9.763 0.195
O 15.395 11.509 -0.179
H 17.136 9.925 1.177
H 15.731 9.121 1.919
H 15.740 9.611 -0.795
*
```

E_LUMO	0.00794	hartree
highest occupied orbital energy	-8.45	eV
total energy	-91005.723	eV
energy above the lowest of the compared OMol25 structures with the same formula, charge and spin	38.7	kJ/mol

ORCA calculation (the ωB97M-V functional and the def2-TZVPD basis) on the molecule C5H9FO in a non-equilibrium geometry.

The geometry in ORCA input format:
```
! wB97M-V def2-TZVPD RIJCOSX def2/J DEFGRID3
* xyz 0 1
C 1.973 -0.419 -0.675
C 1.096 -0.993 0.117
C 0.173 -0.264 1.043
C -0.801 0.658 0.393
O -0.212 1.724 -0.288
C -1.567 -0.051 -0.657
F -2.418 -1.032 -0.165
H 2.763 -1.055 -1.073
H 1.832 0.627 -0.959
H 0.895 -2.125 0.124
H 0.726 0.438 1.729
H -0.343 -0.966 1.582
H -1.454 1.061 1.217
H 0.368 2.266 0.311
H -2.126 0.647 -1.273
H -0.902 -0.517 -1.424
*
```

E_LUMO	0.02731	hartree
highest occupied orbital energy	-9.45	eV
total energy	-10094.189	eV
energy above the lowest of the compared OMol25 structures with the same formula, charge and spin	154.8	kJ/mol

ORCA calculation (the ωB97M-V functional and the def2-TZVPD basis) on a cluster of 2 separate species, C3H7NO2 in total in a non-equilibrium geometry.

The geometry in ORCA input format:
```
! wB97M-V def2-TZVPD RIJCOSX def2/J DEFGRID3
* xyz 0 1
O -0.752 0.816 -2.411
C -0.171 0.948 -1.412
C 0.493 1.259 -0.312
C 1.371 0.356 0.501
O 0.624 -0.635 1.203
H 0.414 2.310 -0.053
H 2.132 -0.123 -0.139
H 1.905 1.005 1.213
H 1.263 -1.175 1.684
N -1.706 -1.079 -0.303
H -1.119 -1.799 0.109
H -2.612 -1.480 -0.524
H -1.842 -0.402 0.444
*
```

E_LUMO	0.02524	hartree
highest occupied orbital energy	-8.81	eV
total energy	-8808.205	eV
energy above the lowest of the compared OMol25 structures with the same formula, charge and spin	224.2	kJ/mol

ORCA calculation (the ωB97M-V functional and the def2-TZVPD basis) on a cluster of 2 separate species, H4N2O2S2 in total in a non-equilibrium geometry.

The geometry in ORCA input format:
```
! wB97M-V def2-TZVPD RIJCOSX def2/J DEFGRID3
* xyz 0 1
N 0.812 0.221 0.135
N -2.289 0.016 -1.225
O 2.773 -1.650 0.850
O -1.744 1.200 0.826
S 2.334 -0.301 -0.252
S -2.734 1.044 -0.220
H -0.116 -0.175 -0.289
H 0.597 0.935 0.797
H 3.324 -1.115 1.439
H -2.956 -0.176 -2.060
*
```

E_LUMO	-0.04122	hartree
highest occupied orbital energy	-8.69	eV
total energy	-28808.420	eV
energy above the lowest of the compared OMol25 structures with the same formula, charge and spin	46.1	kJ/mol